1.
{
  "formula": "C22H32BCuN7",
  "method": "ωB97M-V with the def2-TZVPD basis set",
  "max_force_ha_per_bohr": 0.105,
  "s_squared": 0.76,
  "spin_multiplicity": 2,
  "energy_ev": -79078.1075,
  "symbols": ["H", "H", "H", "H", "C", "C", "H", "H", "H", "H", "C", "H", "H", "C", "H", "C", "C", "H", "N", "C", "H", "H", "H", "C", "H", "C", "N", "H", "N", "H", "H", "H", "C", "C", "C", "H", "N", "H", "N", "H", "B", "H", "C", "C", "C", "C", "H", "C", "N", "H", "C", "H", "C", "H", "H", "H", "Cu", "H", "H", "C", "C", "C", "N"],
  "positions_angstrom": [[0.832, 0.866, -4.838], [-3.991, 3.204, 2.131], [1.281, -3.043, 3.299], [0.544, 3.183, 5.420], [-1.993, 2.355, 2.232], [1.178, 2.643, -2.652], [2.229, -3.530, -1.834], [3.053, -1.605, 2.372], [-2.693, 4.321, 1.704], [0.465, -3.304, 0.543], [0.997, -1.560, 1.767], [1.397, 3.142, -3.594], [3.100, -0.642, -4.979], [0.785, 2.020, -0.548], [0.536, -1.367, -2.010], [3.172, -2.425, -3.527], [-0.454, 1.850, 4.042], [4.066, -2.947, -3.804], [0.005, -0.597, 1.246], [0.513, -2.317, 3.005], [1.560, -2.149, -0.246], [2.171, -3.201, 1.035], [1.452, 4.099, -0.998], [-1.610, 1.181, 1.587], [0.754, 0.124, 3.816], [2.331, -0.859, 2.018], [0.535, 0.943, -1.327], [-0.673, 2.154, 6.181], [1.600, -0.843, -3.570], [-1.461, -2.520, 0.692], [-1.745, 3.580, 4.004], [0.882, 1.460, 5.694], [1.300, -2.616, 0.710], [0.105, 2.176, 5.405], [-1.724, -0.303, -4.665], [-0.412, -2.862, 2.778], [-0.835, -0.139, -3.674], [0.678, 1.998, 0.530], [0.798, 1.347, -2.624], [-1.408, -0.195, -5.675], [0.629, 0.343, -3.794], [0.316, -1.674, 3.864], [-1.420, 2.681, 3.470], [-0.017, 0.729, 3.344], [-0.518, 0.375, 2.045], [-2.744, -0.726, -2.736], [-3.438, -0.989, -1.957], [2.217, -2.705, -2.528], [1.274, -1.741, -2.615], [-2.632, -2.426, -0.647], [-2.043, -1.844, 0.070], [-2.127, 0.865, 0.679], [-3.016, 3.274, 1.626], [-2.628, -1.221, 0.747], [2.691, -0.424, 1.078], [-3.835, -0.924, -4.649], [-0.686, -0.880, -0.874], [2.273, -0.057, 2.755], [-3.165, 3.031, 0.569], [1.191, 3.109, -1.341], [-2.939, -0.669, -4.119], [2.736, -1.242, -4.162], [-1.436, -0.506, -2.470]]
}

***

2.
{
  "formula": "C27H57IN3O5V",
  "method": "ωB97M-V with the def2-TZVPD basis set",
  "max_force_ha_per_bohr": 0.058,
  "energy_ev": -77416.8848,
  "symbols": ["H", "H", "H", "H", "H", "H", "H", "H", "H", "H", "C", "C", "H", "C", "O", "C", "H", "H", "H", "C", "C", "N", "H", "C", "H", "C", "H", "C", "C", "H", "H", "C", "H", "H", "H", "H", "H", "H", "H", "H", "H", "H", "H", "H", "H", "C", "H", "H", "H", "H", "C", "N", "H", "H", "H", "H", "H", "H", "H", "C", "C", "C", "C", "C", "H", "H", "I", "H", "O", "N", "H", "C", "H", "O", "C", "C", "O", "C", "H", "H", "C", "V", "O", "H", "C", "H", "C", "H", "H", "H", "H", "H", "C", "C"],
  "positions_angstrom": [[-6.027, 0.611, -2.642], [1.385, 4.083, -1.946], [-0.639, -1.786, -2.440], [-0.717, -0.897, 5.796], [-2.441, 0.230, 2.984], [0.987, -2.775, 5.994], [-4.440, 1.119, -3.146], [1.514, -2.510, 2.394], [-4.441, -1.838, -4.452], [3.353, 0.481, 3.527], [-2.292, -0.349, 3.894], [1.719, -1.167, 4.711], [-2.286, 0.342, 4.731], [2.342, 0.743, 3.184], [4.240, 0.710, -1.268], [3.364, 4.744, -1.182], [-0.821, -2.333, -0.795], [-1.399, -2.403, 5.380], [-0.597, -3.535, -2.068], [-1.061, -2.572, -1.840], [1.958, 2.129, -0.378], [0.040, -0.131, 3.320], [3.033, 4.607, -0.151], [1.967, -1.550, 2.310], [2.360, 1.196, -0.006], [0.746, -2.319, 5.031], [2.411, 1.519, -3.710], [-0.996, -1.108, 3.672], [4.771, 4.409, -1.446], [2.085, 0.389, -2.361], [1.647, -0.399, 5.493], [-2.781, -3.385, -3.430], [5.884, 3.265, 0.994], [0.899, 1.696, -2.784], [-5.193, -3.707, -1.784], [1.906, 1.572, 3.734], [-5.339, -3.462, -0.068], [-2.178, -1.935, 2.136], [-3.151, -0.985, 4.098], [2.203, 1.054, 2.142], [4.706, 0.385, -2.044], [2.267, 2.851, 0.362], [3.052, -1.565, 2.406], [5.129, 1.789, 0.718], [-5.650, -2.512, -3.543], [2.461, 3.882, -2.071], [-0.583, 1.210, 2.152], [-1.282, -3.165, 3.121], [-0.434, -2.189, 1.889], [-4.798, 1.036, -1.445], [-1.246, -2.216, 2.605], [4.080, 2.085, -1.719], [5.044, 4.512, -2.517], [-6.329, -1.463, -1.312], [2.706, 4.005, -3.104], [6.750, 1.560, -1.006], [-2.404, -2.860, -4.309], [-3.844, -3.596, -3.562], [3.098, 5.779, -1.467], [-3.311, -3.110, -0.905], [-5.268, -1.635, -1.175], [1.959, 1.400, -2.730], [-0.618, -1.706, 5.072], [2.633, 2.394, -1.711], [5.381, 5.061, -0.797], [-5.070, -1.035, -0.286], [-2.324, 2.720, -1.827], [0.876, 1.972, -0.463], [-0.989, -0.227, -0.180], [-3.103, -1.119, -2.207], [2.745, -1.531, 4.681], [-4.824, -3.081, -0.959], [7.110, 3.306, -0.953], [-3.489, 0.020, 0.395], [-5.190, -1.545, -3.733], [-4.637, -0.948, -2.365], [-0.282, 0.309, 2.016], [5.042, 2.912, -1.009], [6.467, 2.538, -2.488], [-2.222, -4.285, -3.202], [1.460, -0.514, 3.314], [-2.380, 0.318, -0.732], [-2.331, -0.451, -3.282], [-3.112, -0.046, -3.694], [5.014, 2.862, 0.510], [-2.986, -2.498, -0.054], [6.467, 2.550, -1.403], [4.119, 3.205, 1.022], [-6.030, -0.968, -4.150], [1.719, -1.003, 1.395], [-2.863, -4.050, -0.649], [0.790, -3.085, 4.249], [-2.531, -2.552, -2.101], [-4.967, 0.540, -2.381]]
}

***

3.
{
  "formula": "C44H41N8OS2SiW",
  "method": "ωB97M-V with the def2-TZVPD basis set",
  "e_above_lowest_ev": 0.0000,
  "charge": 3,
  "max_force_ha_per_bohr": 0.016,
  "symbols": ["S", "C", "N", "H", "C", "H", "C", "N", "H", "C", "C", "H", "H", "C", "H", "H", "H", "C", "H", "H", "C", "H", "C", "C", "H", "C", "H", "C", "C", "H", "C", "H", "H", "C", "H", "H", "C", "C", "H", "H", "H", "N", "C", "C", "H", "C", "C", "H", "C", "H", "H", "N", "H", "H", "H", "H", "H", "N", "C", "C", "O", "S", "C", "H", "C", "C", "C", "C", "H", "W", "C", "H", "C", "C", "N", "C", "C", "H", "C", "H", "H", "C", "C", "H", "C", "C", "C", "H", "H", "C", "N", "H", "Si", "N", "H", "C", "C", "C"],
  "positions_angstrom": [[3.222, -0.491, 0.218], [2.655, 2.759, -3.225], [1.179, 1.929, 1.408], [4.190, 5.451, 1.668], [-4.698, 2.058, 2.661], [-5.231, 0.711, 4.239], [2.411, 2.779, -0.496], [3.948, -2.931, 0.957], [3.571, -4.474, -0.379], [-3.299, 3.646, -1.985], [3.885, 4.705, -0.301], [-1.266, -4.306, -3.377], [-0.256, 3.490, -0.496], [-1.064, 5.207, -1.456], [-3.900, -2.324, -4.844], [4.592, -0.155, 3.861], [-2.767, -0.925, 1.158], [3.546, -1.753, 1.409], [4.175, -2.806, 4.252], [2.780, -2.944, -0.799], [-2.226, 3.085, -1.281], [-4.097, 5.385, -2.949], [-3.259, 4.965, -2.410], [3.692, 4.717, 1.050], [2.529, -2.193, 4.432], [-1.113, 3.888, -1.030], [0.494, -0.375, 3.149], [1.914, 1.799, -2.527], [0.009, -1.233, 2.703], [2.689, 2.721, -4.303], [-0.782, -3.529, -2.799], [3.962, 4.436, -3.023], [-2.113, 6.775, -2.479], [-0.502, -2.387, 0.761], [0.235, -2.600, -4.447], [-1.910, -3.917, 3.429], [-3.294, 1.155, 0.905], [3.261, -2.561, 3.713], [5.631, -4.139, 0.994], [2.604, 3.865, 2.716], [-0.196, 5.819, -1.248], [-2.669, -5.328, 1.228], [-0.696, -2.140, 3.481], [-1.245, -3.329, 1.474], [1.338, 1.773, 2.400], [-2.142, 5.746, -2.146], [0.040, -2.595, -3.385], [1.280, -0.878, -3.027], [-4.005, 2.218, 1.469], [1.378, 1.036, -3.071], [-4.140, -1.105, -0.756], [0.117, -1.350, 1.377], [0.262, 2.382, 1.353], [2.866, -3.451, 3.233], [-4.733, -2.682, -2.545], [4.530, -3.143, -1.059], [4.385, -4.650, 2.144], [0.415, -1.519, -1.279], [-1.778, -4.441, -0.684], [3.232, 3.741, -1.109], [-0.782, 0.770, -0.343], [-3.158, -6.231, -0.010], [-2.459, 0.332, -3.328], [-1.867, 1.210, -3.573], [2.804, 3.798, 1.652], [2.175, 2.859, 0.889], [-4.074, -1.849, -2.759], [-4.685, 0.835, 3.314], [4.532, 5.434, -0.771], [0.857, 0.179, 0.031], [-1.334, -3.195, 2.862], [5.386, -3.209, 2.473], [-3.734, -0.956, -1.751], [-3.977, -0.234, 2.774], [3.467, -1.503, 2.718], [-0.359, -2.466, -0.688], [-0.972, -3.482, -1.413], [3.741, 0.570, 2.489], [4.885, -3.789, 1.705], [-3.984, -1.192, 3.279], [-5.253, 2.888, 3.078], [0.619, -1.611, -2.591], [-2.802, -0.552, -4.339], [-4.023, 3.183, 0.974], [-3.609, -1.647, -4.051], [-1.904, -4.373, 0.718], [-3.290, -0.072, 1.584], [-0.758, -1.995, 4.550], [2.846, 0.072, 3.960], [3.345, 3.704, -2.516], [-2.450, -5.448, -1.223], [-4.179, 3.052, -2.211], [-2.416, 1.351, -0.702], [1.805, 1.769, -1.208], [-2.472, -0.377, -5.355], [3.689, -3.392, -0.412], [3.667, -0.170, 3.281], [-2.917, 0.148, -2.016]]
}

***

4.
{
  "formula": "C5H11NOS",
  "method": "ωB97M-V with the def2-TZVPD basis set",
  "e_above_lowest_ev": 4.8628,
  "max_force_ha_per_bohr": 0.091,
  "symbols": ["C", "C", "C", "H", "H", "C", "N", "H", "H", "H", "H", "H", "H", "H", "H", "C", "S", "H", "O"],
  "positions_angstrom": [[0.554, 1.579, -1.069], [-1.042, -0.845, 1.160], [0.144, 0.612, -2.164], [0.958, -0.414, 0.449], [0.333, -0.408, -1.817], [-0.201, -2.064, 1.224], [-0.223, 1.357, 0.189], [-0.834, -2.928, 1.408], [-1.621, -0.713, 0.251], [-0.922, 0.757, -2.372], [0.744, 0.827, -3.053], [-1.580, -0.691, 2.082], [0.497, -1.979, 2.054], [1.615, 1.536, -0.760], [-0.080, 2.133, 0.818], [0.114, 0.226, 1.047], [0.658, -2.222, -0.274], [0.362, 2.614, -1.333], [0.525, 0.624, 2.160]]
}